{"formula": "C27H51BNO10S4", "method": "the ωB97M-V functional and the def2-TZVPD basis", "mol_weight_g_mol": 688.78, "total_charge": 1, "homo_ev": -12.25, "homo_lumo_gap_ev": 8.81, "multiplicity": 1, "species": ["C", "C", "O", "C", "C", "C", "C", "C", "C", "C", "N", "B", "O", "C", "C", "H", "H", "H", "H", "H", "H", "H", "H", "H", "H", "H", "H", "H", "H", "H", "H", "H", "H", "H", "C", "C", "C", "S", "O", "O", "C", "H", "H", "H", "H", "H", "H", "H", "H", "C", "C", "C", "S", "O", "O", "C", "H", "H", "H", "H", "H", "H", "H", "H", "C", "C", "C", "S", "O", "O", "C", "H", "H", "H", "H", "H", "H", "H", "H", "C", "C", "C", "S", "O", "O", "C", "H", "H", "H", "H", "H", "H", "H", "H"], "xyz": [[5.7366, -2.3313, 2.3521], [4.1915, -2.5742, 2.1062], [3.3863, -1.3752, 2.2348], [3.8641, -0.4470, 1.2548], [2.7359, 0.4766, 0.6286], [1.3132, 0.2644, 1.2182], [0.7599, 1.3627, 2.0250], [-0.5949, 1.3084, 2.6036], [-1.3810, 0.0954, 2.3263], [-0.7641, -0.9711, 1.5300], [0.5200, -0.8386, 1.0191], [1.0142, -2.0079, 0.1739], [1.3765, -1.7116, -1.1248], [1.1079, -3.4355, 0.8861], [1.2920, -4.6604, -0.1193], [6.1985, -3.0603, 3.0703], [5.9867, -1.3088, 2.7326], [6.2612, -2.4911, 1.3659], [3.8533, -3.3615, 2.8392], [4.0677, -3.0508, 1.0885], [4.4010, -0.9372, 0.3903], [4.6086, 0.2230, 1.7777], [2.6635, 0.2608, -0.4746], [3.0350, 1.5418, 0.8263], [1.3359, 2.2974, 2.2174], [-1.0281, 2.1525, 3.1896], [-2.4220, 0.0198, 2.7147], [-1.3533, -1.8925, 1.3200], [1.2503, -2.4933, -1.7023], [0.1211, -3.6081, 1.4145], [1.9158, -3.5143, 1.6559], [2.3743, -4.7259, -0.3944], [0.6776, -4.4703, -1.0336], [1.0227, -5.5990, 0.4238], [-5.3052, -1.3592, -0.1309], [-4.5534, -2.6313, 0.2557], [-4.6034, -2.7480, 1.7795], [-6.0915, -1.9180, 2.2954], [-5.7091, -0.7590, 3.0663], [-7.0445, -2.8784, 2.7850], [-6.5985, -1.3749, 0.6696], [-5.4968, -1.3108, -1.2034], [-4.7096, -0.4841, 0.1472], [-5.0422, -3.4974, -0.1980], [-3.5225, -2.6126, -0.1043], [-4.6327, -3.7881, 2.1009], [-3.7617, -2.2362, 2.2478], [-7.0733, -0.3973, 0.7314], [-7.3035, -2.1102, 0.2790], [-0.9328, 5.6690, 7.1859], [0.3231, 5.9946, 6.3721], [0.5645, 4.8247, 5.4136], [-1.0439, 4.1020, 5.0915], [-1.0666, 2.7658, 5.6387], [-1.4249, 4.3741, 3.7220], [-1.9649, 5.1785, 6.1768], [-1.2940, 6.5371, 7.7374], [-0.7102, 4.8783, 7.9078], [0.1582, 6.9115, 5.7997], [1.1885, 6.1615, 7.0144], [1.0046, 5.1573, 4.4743], [1.1930, 4.0581, 5.8676], [-2.7861, 4.6289, 6.6340], [-2.3521, 6.0037, 5.5770], [0.9998, -1.5054, -5.7058], [1.9780, -2.1919, -6.6646], [2.5361, -3.4242, -5.9458], [1.2713, -3.9410, -4.7876], [1.7788, -3.7635, -3.4406], [0.6985, -5.1867, -5.2292], [0.1270, -2.6175, -5.1391], [0.4023, -0.7479, -6.2105], [1.5517, -1.0198, -4.9035], [1.4455, -2.5025, -7.5681], [2.7799, -1.5197, -6.9727], [2.7426, -4.2380, -6.6392], [3.4351, -3.1833, -5.3780], [-0.3988, -2.3289, -4.2298], [-0.5825, -2.9811, -5.8840], [0.3780, 3.9737, -3.4423], [-0.3543, 4.0994, -4.7818], [-0.1057, 2.8057, -5.5637], [0.1548, 1.5234, -4.3398], [1.5163, 1.0589, -4.4454], [-0.9709, 0.6184, -4.3488], [0.0336, 2.5874, -2.9103], [0.0804, 4.7558, -2.7430], [1.4568, 4.0558, -3.6025], [-1.4259, 4.2202, -4.6010], [-0.0179, 4.9701, -5.3454], [-0.9588, 2.5404, -6.1866], [0.7939, 2.8748, -6.1757], [0.7146, 2.2431, -2.1332], [-0.9967, 2.5478, -2.5525]]}



{"formula": "C27H51BaNO2Si2", "method": "the ωB97M-V functional and the def2-TZVPD basis", "mol_weight_g_mol": 615.21, "homo_ev": -6.30, "homo_lumo_gap_ev": 6.21, "multiplicity": 1, "species": ["O", "O", "C", "C", "H", "H", "H", "H", "H", "C", "C", "H", "H", "H", "H", "H", "C", "C", "C", "H", "H", "H", "H", "H", "C", "H", "H", "H", "H", "H", "H", "Ba", "C", "Si", "H", "H", "C", "C", "C", "C", "Si", "H", "H", "C", "C", "C", "H", "H", "H", "H", "H", "H", "H", "H", "H", "H", "H", "H", "H", "H", "H", "H", "H", "H", "C", "C", "C", "C", "N", "C", "C", "C", "C", "C", "C", "C", "H", "H", "H", "H", "H", "H", "H", "H"], "xyz": [[-0.2883, -1.4537, 0.4396], [-2.3258, -0.1524, -3.8005], [0.6868, -2.2255, -0.3272], [1.1810, -3.4604, 0.3966], [1.5027, -1.5093, -0.5095], [0.2270, -2.4889, -1.2901], [1.5941, -3.1976, 1.3827], [1.9861, -3.8931, -0.2060], [0.4052, -4.2313, 0.5192], [-1.3942, -2.2222, 1.0415], [-2.3240, -2.7446, -0.0448], [-1.9084, -1.5502, 1.7540], [-0.9246, -3.0434, 1.6049], [-2.6711, -1.9240, -0.6944], [-3.2097, -3.2028, 0.4016], [-1.8285, -3.4956, -0.6731], [-3.4109, 0.7726, -3.9976], [-2.2811, -1.2057, -4.7779], [-4.5867, 0.5099, -3.0733], [-3.7695, 0.7445, -5.0412], [-2.9954, 1.7654, -3.7811], [-5.0508, -0.4602, -3.2909], [-5.3363, 1.2893, -3.2453], [-4.3008, 0.5301, -2.0128], [-3.5278, -2.0625, -4.8830], [-1.4293, -1.8141, -4.4666], [-2.0592, -0.7896, -5.7750], [-3.8649, -2.4500, -3.9173], [-3.2936, -2.9165, -5.5228], [-4.3530, -1.5166, -5.3468], [-0.5915, 0.8258, -2.6440], [0.2346, 0.7503, 1.5696], [-0.0571, 1.8131, -2.7044], [0.8722, 2.2763, -4.3155], [-0.8565, 2.5778, -2.5768], [0.6347, 1.8767, -1.8396], [1.7380, 0.7445, -4.9828], [2.1776, 3.6224, -4.0224], [-0.2242, 2.9452, -5.7149], [2.8897, 0.0605, 0.9371], [4.0083, 1.1888, 1.8835], [2.8846, 0.2523, -0.1520], [3.1957, -0.9912, 1.0604], [4.6592, 2.6018, 0.8243], [5.5096, 0.3169, 2.6225], [3.0285, 1.9479, 3.3249], [0.3910, 3.1514, -6.6065], [-0.7241, 3.8861, -5.4386], [-0.9924, 2.2124, -6.0023], [2.5513, 0.4527, -4.3037], [2.1604, 0.9384, -5.9804], [1.0133, -0.0790, -5.0552], [2.7447, 3.4371, -3.1005], [1.7224, 4.6214, -3.9530], [2.8952, 3.6473, -4.8592], [5.9105, -0.4587, 1.9556], [5.2695, -0.1567, 3.5827], [6.3160, 1.0406, 2.7925], [2.5690, 1.1871, 3.9694], [2.2586, 2.6541, 2.9771], [3.7157, 2.5289, 3.9527], [5.5121, 3.0768, 1.3250], [3.8856, 3.3623, 0.6608], [5.0069, 2.2494, -0.1549], [2.1539, -1.8479, 5.4981], [1.2107, -1.8227, 6.5382], [-0.0582, -1.3088, 6.2714], [-0.3636, -0.7877, 5.0017], [0.5830, -0.7592, 4.0220], [1.7803, -1.3434, 4.2428], [-1.7211, -0.2744, 4.6860], [-2.7890, -0.3129, 5.6521], [-4.0638, 0.1649, 5.3313], [-4.3039, 0.6820, 4.0626], [-3.2451, 0.7209, 3.1087], [-2.0045, 0.2422, 3.4450], [3.1602, -2.2354, 5.6380], [1.4525, -2.1939, 7.5346], [-0.8266, -1.2816, 7.0386], [2.4795, -1.4090, 3.3820], [-2.6114, -0.7152, 6.6506], [-4.8631, 0.1376, 6.0801], [-5.2986, 1.0570, 3.8001], [-3.4287, 1.1250, 2.1216]]}



{"formula": "C27H51Br10ClN3O", "method": "the ωB97M-V functional and the def2-TZVPD basis", "mol_weight_g_mol": 1268.22, "total_charge": 1, "homo_ev": -11.15, "homo_lumo_gap_ev": 7.78, "multiplicity": 1, "species": ["C", "C", "N", "C", "O", "C", "C", "C", "C", "C", "C", "C", "N", "C", "Br", "C", "C", "Br", "C", "C", "C", "C", "Cl", "N", "C", "C", "H", "H", "H", "H", "H", "H", "H", "H", "H", "H", "H", "H", "H", "H", "H", "H", "H", "H", "H", "H", "H", "H", "H", "H", "H", "H", "H", "H", "H", "H", "H", "H", "H", "H", "H", "Br", "C", "C", "Br", "H", "H", "H", "H", "Br", "C", "C", "Br", "H", "H", "H", "H", "Br", "C", "C", "Br", "H", "H", "H", "H", "Br", "C", "C", "Br", "H", "H", "H", "H"], "xyz": [[0.6668, -2.4188, 5.0130], [0.1644, -1.1969, 4.4978], [0.8387, -0.4706, 3.4054], [1.4699, 0.6183, 3.8502], [1.4844, 1.0740, 5.1610], [2.2018, 1.1684, 2.5497], [2.3985, -0.0999, 1.5458], [2.5485, 0.6866, 0.1613], [3.4049, -0.0269, -0.9711], [2.8322, -1.4216, -1.4871], [3.9944, -2.0697, -2.4201], [4.8870, -3.1140, -1.5839], [4.8843, -4.4910, -2.2058], [3.7393, -0.8863, 1.8563], [3.7578, -1.8936, 3.5797], [5.0571, 0.0990, 1.9144], [6.3426, -0.6089, 1.3093], [5.4724, 0.3709, 3.8728], [0.9708, -0.7829, 1.9236], [0.8314, -2.3581, 1.6350], [0.2420, -2.7199, 0.1966], [-1.3251, -3.1352, 0.2276], [1.1045, -4.2920, -0.3089], [-0.0848, 0.0689, 1.3314], [-1.4626, -0.2487, 1.7913], [-1.9881, 0.9114, 2.7850], [0.5878, -2.7147, 6.0989], [1.1284, -3.1687, 4.2869], [-0.7641, -0.7991, 5.0213], [0.9503, 1.8975, 5.1761], [3.1282, 1.7499, 2.8491], [1.5774, 1.9380, 1.9945], [3.1152, 1.6537, 0.4162], [1.5844, 1.0319, -0.3182], [4.5005, -0.1801, -0.7287], [3.3877, 0.6778, -1.8779], [1.8944, -1.3506, -2.1156], [2.7570, -2.1064, -0.5888], [4.7075, -1.2134, -2.6822], [3.5952, -2.4935, -3.3931], [4.5402, -3.2377, -0.5038], [5.9874, -2.7993, -1.5235], [5.3910, -5.1076, -1.5495], [3.9005, -4.8078, -2.1132], [4.0173, -1.6782, 1.0775], [4.8482, 1.1373, 1.5260], [6.4748, -1.6357, 1.8015], [7.2767, -0.0053, 1.5196], [6.3027, -0.7965, 0.1930], [1.8529, -2.8730, 1.6963], [0.1819, -2.8998, 2.3964], [0.3321, -1.9066, -0.5813], [-1.5549, -3.9287, -0.5624], [-1.8972, -2.2059, -0.1200], [-1.6781, -3.4200, 1.2630], [-0.1206, -0.0413, 0.2944], [-2.1961, -0.2551, 0.9140], [-1.5638, -1.2291, 2.3614], [-1.1955, 1.7411, 2.8084], [-3.0084, 1.3128, 2.5081], [-2.0515, 0.5454, 3.8708], [-2.6744, 4.2579, -2.3902], [-2.0203, 3.6326, -0.6647], [-0.7846, 2.7838, -0.8230], [-1.2337, 0.9918, -1.4501], [-2.8462, 3.1072, -0.1833], [-1.7943, 4.5388, -0.1012], [-0.2953, 2.6329, 0.1416], [-0.0649, 3.1957, -1.5293], [-6.0904, 4.6397, 1.4442], [-6.7517, 3.8753, -0.2236], [-6.6644, 2.3712, -0.2071], [-4.8330, 1.7692, -0.5018], [-6.1796, 4.3317, -1.0308], [-7.7926, 4.1976, -0.2928], [-7.2404, 1.9437, -1.0287], [-6.9972, 1.9297, 0.7308], [-9.4810, 4.9882, -1.7808], [-11.2900, 4.2627, -1.7891], [-11.5918, 3.5376, -0.5019], [-10.7445, 1.7823, -0.4637], [-11.3741, 3.6293, -2.6708], [-11.9432, 5.1280, -1.9052], [-12.6605, 3.3396, -0.4142], [-11.2526, 4.0732, 0.3834], [2.9929, -3.5227, -5.6999], [3.2725, -1.9353, -6.8019], [4.7406, -1.6289, -6.9768], [5.4941, -0.7958, -5.3864], [2.7148, -1.1246, -6.3355], [2.8181, -2.1778, -7.7631], [4.8866, -0.8980, -7.7730], [5.3419, -2.5121, -7.1861]]}